*a*
DFT (ωB97M-V/def2-TZVPD) results for an isolated molecule of CH2F3O2P.

Results
- SMILES: OPOC(F)(F)F
- Lowest unoccupied orbital energy: 0.594 eV
- Total charge: 0
- HOMO-LUMO gap: 0.403 hartree

Geometry as XYZ:
```
9
CH2F3O2P ωB97M-V/def2-TZVPD
P 1.08859 0.76926 0.06057
F -0.94548 -0.75933 1.01521
F -1.88278 1.04542 0.32859
F -2.12736 -0.85857 -0.83609
O 1.87609 -0.52447 0.37832
O -0.27076 0.15272 -0.92359
C -1.27047 -0.09041 -0.16418
H 1.75341 1.05336 -1.08336
H 1.77875 -0.78798 1.22452
```

***

*b*
DFT (ωB97M-V/def2-TZVPD) results for a cluster of 2 separate species, CH2F3O2P in total.

Results
- Lowest unoccupied orbital energy (spin up / spin down): -0.238 / -1.440 eV
- Total charge: 0
- HOMO-LUMO gap (spin up / spin down): 0.311 / 0.252 hartree

Geometry as XYZ:
```
9
CH2F3O2P ωB97M-V/def2-TZVPD
P 0.90424 0.05714 0.83979
F -0.40282 -0.51557 3.15247
F -1.69811 1.18343 3.53792
F 0.39072 1.34375 4.14226
O -0.20359 -0.87839 0.14385
O 0.23525 1.36441 1.30759
C -0.51335 0.80942 3.36106
H 1.18385 0.67854 -0.48709
H -0.47677 -1.70764 0.42661
```

***

The most stable of them is *a*.